Below is a structure of composition C7H7I2MoN4SSbSe4, with properties calculated with ωB97M-V/def2-TZVPD.

Each line ends with the Mulliken charge.
Element x y z (Å)
1 Mo 0.322 1.316 -0.063  0.25
2 N 4.434 0.378 1.325  -0.38
3 C 3.161 0.319 0.948  0.88
4 S 2.246 1.855 1.086  -0.18
5 N 2.621 -0.782 0.560  -1.28
6 N 1.323 -0.644 0.194  0.74
7 C 0.668 -1.710 -0.092  -0.57
8 C -0.735 -1.548 -0.471  0.77
9 C -1.566 -2.625 -0.696  -0.77
10 C -2.895 -2.389 -1.027  -0.33
11 C -3.333 -1.082 -1.128  -0.88
12 C -2.441 -0.050 -0.889  -0.25
13 N -1.164 -0.267 -0.560  0.35
14 H 4.845 1.226 1.675  0.19
15 H 4.985 -0.468 1.335  0.25
16 H 1.151 -2.679 -0.040  0.40
17 H -1.175 -3.629 -0.606  0.48
18 H -3.571 -3.214 -1.208  0.47
19 H -4.356 -0.848 -1.388  0.44
20 H -2.758 0.979 -0.973  0.49
21 Se 0.375 1.382 -2.679  -0.09
22 Sb 0.713 3.519 -1.459  1.28
23 Se 2.346 5.336 -1.376  -0.12
24 Se -0.110 5.807 -1.560  -0.11
25 Se -1.095 2.607 1.035  -0.08
26 I -1.672 -0.469 3.129  0.07
27 I -2.319 -2.319 4.927  -0.04

Forces on the atoms, in the same order (eV/Å):
-0.71 -0.50 -0.13
-0.04 0.00 -0.01
0.17 0.31 0.15
0.24 -0.13 0.04
-0.07 -0.38 -0.05
-0.19 0.48 -0.04
-0.33 0.20 -0.09
0.36 0.00 0.14
-0.01 -0.05 -0.01
0.01 -0.01 -0.01
0.00 -0.03 0.03
-0.03 0.09 -0.03
0.33 -0.04 -0.05
0.00 0.01 0.01
0.00 -0.01 0.00
-0.01 -0.01 0.01
-0.01 0.00 0.00
0.00 0.00 0.01
0.01 0.01 -0.01
0.01 0.02 -0.01
0.04 0.69 0.56
0.20 -0.68 -0.44
-0.22 0.08 -0.10
0.17 0.14 -0.07
0.02 -0.23 0.21
0.04 -0.01 -0.01
0.02 0.07 -0.09

**HOMO-LUMO gap (alpha / beta)**: 5.1 / 5.1 eV
**Charge**: +2